(1)
Molecular formula: C35H33MgN5O4PS2
Method: DFT, ωB97M-V/def2-TZVPD

Cartesian coordinates (Å):
S  12.98214  -10.50169  14.76560
S  11.64940  -9.69202  11.59141
P  12.83402  -9.43804  13.18932
Mg  9.40692  -10.87346  11.73349
O  14.30539  -9.50243  12.52150
O  6.21639  -9.53130  10.94111
O  12.56287  -7.86789  13.48198
O  9.97383  -9.63571  8.33368
N  8.38785  -9.69252  10.01682
N  7.62235  -12.13929  11.54994
N  8.33301  -10.13039  14.48174
N  9.62286  -11.90235  13.72946
N  8.60887  -9.55736  13.34880
C  5.65829  -7.54514  8.67308
C  9.03031  -11.24373  14.72871
C  15.14824  -9.52235  10.18567
C  9.60242  -13.84049  10.20994
C  8.28519  -8.23083  13.29680
C  10.24659  -15.05517  9.93023
C  8.85585  -5.92908  13.01065
C  7.98919  -8.22753  8.20942
C  10.32534  -12.79941  10.85369
C  9.18708  -7.25158  12.82235
C  8.90516  -9.26678  8.79473
C  11.71984  -13.03918  10.98592
C  9.79103  -12.78876  16.42236
C  6.78841  -8.27086  9.01472
C  9.05369  -11.70173  16.06942
C  12.01476  -7.28693  15.88695
C  14.67345  -8.68521  11.34625
C  11.55980  -15.33248  10.31631
C  10.31593  -12.97044  14.10264
C  8.04634  -7.41677  7.10056
C  10.50695  -13.42038  15.39024
C  12.31708  -14.30466  10.81386
C  13.06986  -7.33412  14.80122
C  7.29420  -12.84794  10.34264
C  5.57350  -13.41243  8.70699
C  7.11498  -9.21204  10.12732
C  8.19386  -13.71289  9.69076
C  6.52140  -14.23389  8.03369
C  7.84213  -14.33848  8.48240
C  6.69960  -6.49177  13.78211
C  6.85287  -6.63893  6.76690
C  5.95547  -12.71275  9.84807
C  7.00906  -7.84210  13.66070
C  5.69735  -6.76614  7.49146
C  7.63012  -5.52783  13.45893
H  5.23411  -12.04703  10.37926
H  6.21162  -14.65663  7.08723
H  12.42305  -12.28002  11.36749
H  13.73413  -8.00408  11.15638
H  11.97406  -8.15095  16.54676
H  10.81333  -13.47508  13.30747
H  9.87204  -13.04620  17.49458
H  14.35872  -10.25716  9.93224
H  15.24858  -8.81986  9.30342
H  7.66469  -12.83152  12.32316
H  16.13223  -9.97879  10.39241
H  11.89820  -16.35660  10.08756
H  8.55540  -14.95157  7.96836
H  8.57334  -11.10081  16.81625
H  12.01935  -6.35063  16.45177
H  7.00085  -11.36527  11.75554
H  13.36028  -14.40606  11.10048
H  13.93681  -7.98129  15.05065
H  13.50877  -6.35167  14.61632
H  6.32163  -8.64760  13.95106
H  4.77622  -6.29697  7.14527
H  11.19220  -14.28697  15.49385
H  7.45788  -4.46167  13.47995
H  10.19487  -7.53893  12.39737
H  11.01430  -7.39858  15.44975
H  9.55479  -5.11956  12.80677
H  6.89561  -5.88757  5.97154
H  9.60418  -15.82449  9.46461
H  15.46733  -8.01266  11.73041
H  4.69241  -7.62738  9.18830
H  8.96358  -7.31931  6.51192
H  5.76862  -6.23654  14.30904
H  4.50818  -13.57397  8.43058

Output
LUMO energy (alpha / beta) = 4.50 / 4.50 eV
2S+1 = 2
Charge = -2
F_max = 2.90 eV Å⁻¹
DFT total energy = -3266.29951 hartree
E_HOMO (alpha / beta) = -0.031 / -0.071 Ha

These are the Mulliken partial charges, in e, on atoms 1 to 6:
1 S -0.434
2 S -0.353
3 P 0.606
4 Mg 2.421
5 O -0.387
6 O -0.816

=====

(2)
Molecular formula: C32H30BrF3IrN3OSSb
Method: DFT, ωB97M-V/def2-TZVPD

Cartesian coordinates (Å):
Ir  -0.25401  1.75259  0.12100
Sb  0.14925  -2.70531  -0.86678
Br  2.58405  1.73056  -0.37643
S  -0.51649  -0.53306  -0.07474
F  -0.00343  4.21961  6.62273
F  -0.90787  2.29084  7.02505
F  1.24774  2.47322  6.91477
O  -2.04298  2.65671  -0.59601
N  -0.17705  2.01613  2.23916
N  0.65278  3.58931  -0.63489
N  -3.82875  1.68403  0.40115
C  3.92087  -4.97971  -0.59125
C  -0.73220  3.13972  2.73276
C  2.12102  5.60712  -1.76684
C  -0.70749  -5.17651  2.50719
C  -3.29832  2.54458  -0.44856
C  1.94755  3.43824  -0.89628
C  0.29240  -2.75865  -5.31874
C  0.52242  -2.47007  -3.93172
C  2.21504  -3.14789  -0.64646
C  -1.40040  -4.33100  -4.65496
C  0.02486  2.61150  4.91760
C  -1.18085  -4.04961  -3.24588
C  4.53144  -2.68283  -0.17240
C  0.47957  1.18723  3.06931
C  -0.07644  -4.38575  1.55753
C  0.09785  2.91228  6.40558
C  -4.19962  3.43485  -1.23681
C  -2.04598  -5.52411  2.34786
C  3.17738  -2.23389  -0.34821
C  0.59448  1.45176  4.41404
C  -0.81578  -3.95824  0.45462
C  0.77201  5.81569  -1.50278
C  -0.65103  -3.67668  -5.67311
C  0.09831  7.12729  -1.81889
C  -2.16210  -4.29065  0.28149
C  2.58236  -4.54229  -0.77662
C  4.88796  -4.06059  -0.30094
C  -0.22882  -3.13096  -2.90417
C  0.07029  4.76942  -0.94023
C  2.73839  4.39825  -1.46343
C  -0.64720  3.46966  4.06631
C  -2.76966  -5.08349  1.24322
H  1.28293  -1.73939  -3.67745
H  -3.25106  1.09195  0.97691
H  -3.80941  -5.36212  1.12933
H  -4.82824  1.63832  0.52692
H  4.16591  -6.03045  -0.68680
H  0.09519  7.30159  -2.89424
H  3.78775  4.22745  -1.65624
H  -2.74237  -3.93400  -0.56056
H  1.82999  -5.28710  -1.02018
H  -0.98341  4.85560  -0.71779
H  0.90857  0.29994  2.62693
H  0.63874  7.95304  -1.35934
H  1.12904  0.76886  5.06086
H  5.91770  -4.36363  -0.16558
H  -2.52987  -6.14174  3.09218
H  -1.75761  -4.58496  -2.50223
H  -3.65944  3.86045  -2.07462
H  -4.54980  4.24424  -0.59052
H  5.30393  -1.96156  0.07503
H  -1.25443  3.77859  2.03307
H  -2.15663  -5.05955  -4.93616
H  -5.07405  2.89191  -1.59504
H  -0.15350  -5.52781  3.36819
H  0.96681  -4.11930  1.68809
H  -0.93047  7.15158  -1.46543
H  2.70822  6.40162  -2.21448
H  2.94423  -1.18229  -0.23040
H  -1.09728  4.38297  4.43024
H  0.86679  -2.24525  -6.08053
H  -0.82976  -3.90827  -6.71438

Output
LUMO energy (alpha / beta) = -11.31 / -14.98 eV
2S+1 = 6
Charge = +4
F_max = 2.09 eV Å⁻¹
DFT total energy = -5091.68198 hartree
E_HOMO (alpha / beta) = -0.644 / -0.669 Ha

These are the Mulliken partial charges, in e, on atoms 1 to 6:
1 Ir 1.353
2 Sb 1.616
3 Br -0.188
4 S -0.212
5 F -0.236
6 F -0.216

=====

(3)
Molecular formula: C16H30O10
Method: DFT, ωB97M-V/def2-TZVPD

Cartesian coordinates (Å):
O  1.18511  -2.44398  -0.91380
O  -6.68150  -2.49832  -2.95691
O  1.26623  2.40961  5.07950
O  -4.71512  -1.71972  -2.17881
O  -1.29531  -0.16205  0.17201
O  4.31001  0.51268  -2.58075
O  2.28307  2.91485  3.17169
O  1.38912  0.86719  3.44444
O  -6.25130  -2.44306  -0.74583
O  0.09665  -1.36055  -2.49008
C  -0.89706  -0.43003  -4.44727
C  0.06216  -0.41951  -0.18411
C  3.23097  0.21085  -0.37724
C  2.07298  1.14920  0.01580
C  1.90724  3.66968  5.30678
C  -5.95581  -2.24553  -2.05358
C  -1.08669  -0.74079  -2.97497
C  4.34838  0.86837  -1.20059
C  -4.23887  -1.34453  -0.88123
C  -1.48818  0.32724  1.48392
C  0.05216  -1.65077  -1.12934
C  2.17739  4.14919  3.88991
C  1.10855  -3.28898  0.21826
C  -5.06526  -2.23653  0.02780
C  0.76682  0.83627  -0.71910
C  1.62385  1.95635  3.85702
H  0.94164  -4.32028  -0.10487
H  -4.44668  -0.28458  -0.72419
H  1.87684  1.07575  1.08637
H  3.66415  -0.24181  0.51794
H  4.25221  1.95649  -1.18182
H  2.35700  2.17932  -0.21584
H  -0.71225  -0.03685  2.16345
H  2.04691  -3.23393  0.77090
H  0.59836  -0.73493  0.72075
H  3.10020  4.71022  3.77703
H  -2.46207  -0.01396  1.84017
H  0.97158  0.73383  -1.78702
H  1.24340  4.31396  5.87543
H  -1.29880  0.17455  -2.41265
H  0.29961  -2.99660  0.89441
H  -1.85100  -0.42956  -4.97255
H  -0.87152  -2.21461  -0.90195
H  4.84046  -0.28336  -2.71605
H  0.06654  1.66804  -0.59998
H  -1.94162  -1.41398  -2.83081
H  1.34419  4.72036  3.47812
H  -0.40660  0.53357  -4.58787
H  -3.16863  -1.50742  -0.81369
H  -4.59037  -3.20370  0.20252
H  2.82594  3.49626  5.86880
H  -5.32828  -1.78058  0.97818
H  2.84287  -0.60984  -0.98687
H  5.32802  0.62085  -0.78009
H  -1.47522  1.42316  1.50289
H  -0.25246  -1.18751  -4.89421

Output
LUMO energy = 0.37 eV
F_max = 0.36 eV Å⁻¹
DFT total energy = -1380.00672 hartree
E_HOMO = -0.347 Ha
Structure (SMILES) = CCO[C@@H](OC)[C@@H](CCCCO)OC.O=C1OCCO1.O=C1OCCO1

These are the Mulliken partial charges, in e, on atoms 1 to 6:
1 O -0.396
2 O -0.528
3 O -0.351
4 O -0.290
5 O -0.184
6 O -0.538

=====

(4)
Molecular formula: C7H7N3O2
Method: DFT, ωB97M-V/def2-TZVPD

Cartesian coordinates (Å):
O  2.30775  1.17530  1.38260
O  3.36417  1.60033  -0.38996
N  2.35726  1.50791  0.24750
N  -2.54813  -0.20160  0.07959
N  -5.39401  1.56939  -0.12064
C  -3.00068  0.92825  0.43766
C  0.03924  1.19125  -0.40256
C  -4.26827  1.36054  0.09955
C  1.11501  1.95506  -0.40562
C  -0.14668  -0.10528  0.03463
C  1.10401  -1.00895  0.06572
C  -1.32834  -0.69002  0.28948
H  -1.29771  -1.65138  0.64882
H  -2.51722  1.42788  1.27699
H  1.62730  -0.59239  0.88478
H  0.76161  -1.96016  0.31997
H  1.60893  -0.97282  -0.88855
H  -0.62001  1.60631  -1.14653
H  1.18646  2.83298  -1.02867

Output
LUMO energy = -1.12 eV
Energy above the lowest of the compared OMol25 structures with the same formula, charge and spin = 677.9 kJ/mol
F_max = 4.54 eV Å⁻¹
DFT total energy = -585.47189 hartree
E_HOMO = -0.337 Ha
Structure (SMILES) = CC(/C=C\[N+](=O)[O-])=C/N=C/C#N

These are the Mulliken partial charges, in e, on atoms 1 to 6:
1 O -0.545
2 O -0.601
3 N 0.961
4 N -0.443
5 N -0.373
6 C 0.046

=====

(5)
Molecular formula: C8H17N5O3
Method: DFT, ωB97M-V/def2-TZVPD

Cartesian coordinates (Å):
O  -0.01282  1.62730  -0.55226
O  -3.04207  -0.13610  1.60839
O  -4.67815  -1.17404  0.66876
N  -0.89171  -0.49641  -2.82529
N  2.36919  2.21057  0.92724
N  2.70428  -0.20951  1.19442
N  -2.22325  1.19648  -0.53175
N  4.41237  1.28794  1.69085
C  1.32024  -0.60048  1.41117
C  3.02936  1.15521  1.16442
C  -0.91512  0.85042  -0.79649
C  0.92707  -1.66870  0.39677
C  -0.67680  -0.59735  -1.38785
C  -3.80228  -0.37855  0.56096
C  -3.43987  0.46446  -0.72320
C  0.73777  -1.14133  -1.06397
H  -0.71640  -1.41063  -3.21653
H  -3.38889  -0.23947  -1.55047
H  0.75143  0.31926  1.32279
H  -1.85369  -0.25628  -3.01557
H  1.18070  -0.97803  2.44353
H  1.66690  -2.47685  0.36925
H  -0.02754  -2.09665  0.72377
H  -4.22968  1.15106  -0.98663
H  5.10561  0.65060  1.33973
H  1.40761  -0.32559  -1.31618
H  -1.36093  -1.26644  -0.85350
H  3.45190  -0.75027  1.63125
H  -2.32188  2.17672  -0.31485
H  1.44225  2.17462  0.43986
H  -2.47397  0.61323  1.39713
H  0.83767  -1.95030  -1.79704
H  4.71073  2.27511  1.64130

Output
LUMO energy = 0.36 eV
Energy above the lowest of the compared OMol25 structures with the same formula, charge and spin = 145.2 kJ/mol
F_max = 2.36 eV Å⁻¹
DFT total energy = -814.55339 hartree
E_HOMO = -0.314 Ha
Structure (SMILES) = [H]/N=C(/N)NCCC[C@H](N)C(=O)NCC(=O)O

These are the Mulliken partial charges, in e, on atoms 1 to 6:
1 O -0.716
2 O -0.479
3 O -0.572
4 N -0.687
5 N -0.854
6 N -0.165

=====

(6)
Molecular formula: C3H3N3
Method: DFT, ωB97M-V/def2-TZVPD

Cartesian coordinates (Å):
N  -1.95994  -0.40119  2.01862
N  -0.43914  1.24096  -0.80495
N  0.92705  -0.81360  -1.17395
C  -1.15822  0.17321  1.41235
C  0.26385  0.21063  -0.62066
C  -0.11360  0.81453  0.62880
H  0.69054  -1.09238  -2.11495
H  1.20023  -1.55163  -0.54413
H  0.58924  1.41947  1.19887

Output
LUMO energy = 0.53 eV
Energy above the lowest of the compared OMol25 structures with the same formula, charge and spin = 157.7 kJ/mol
F_max = 1.11 eV Å⁻¹
DFT total energy = -280.32072 hartree
E_HOMO = -0.383 Ha
Structure (SMILES) = N#C[C@@H]1N=C1N

These are the Mulliken partial charges, in e, on atoms 1 to 6:
1 N -0.391
2 N -0.524
3 N -0.440
4 C 0.263
5 C 0.342
6 C -0.104

=====

> Among the records above, which one has the lowest F_max?

C16H30O10

=====

> Which of these has the lowest F_max?

C16H30O10